# 1
{"formula": "C6H12O3", "method": "wB97M-V/def2-TZVPD", "species": ["C", "C", "O", "C", "C", "C", "O", "O", "C", "H", "H", "H", "H", "H", "H", "H", "H", "H", "H", "H", "H"], "positions_angstrom": [[-0.63, 1.47, 1.34], [-0.15, 0.95, 0.21], [-0.31, 1.74, -0.93], [0.76, 1.77, -1.87], [0.42, -0.48, 0.08], [-0.17, -1.28, -1.09], [1.82, -0.38, -0.15], [0.35, -1.22, 1.31], [-0.93, -1.66, 1.74], [-1.08, 2.46, 1.35], [-0.61, 0.95, 2.29], [0.54, 1.09, -2.69], [0.81, 2.78, -2.28], [1.74, 1.56, -1.44], [-0.03, -2.35, -0.95], [0.33, -1.03, -2.03], [-1.24, -1.09, -1.22], [2.15, 0.05, 0.66], [-1.07, -1.29, 2.76], [-1.75, -1.31, 1.12], [-0.94, -2.75, 1.79]], "smiles": "C=C(OC)[C@@](C)(O)OC", "orbital_gap_ev": 10.02, "e_tot_ha": -461.4716, "e_lumo_ev": 0.9, "homo_ev": -9.108}

***

# 2
{"formula": "C5H10O2", "method": "wB97M-V/def2-TZVPD", "species": ["C", "C", "C", "O", "C", "C", "O", "H", "H", "H", "H", "H", "H", "H", "H", "H", "H"], "positions_angstrom": [[1.26, -1.23, -0.47], [0.22, -0.26, 0.08], [0.63, 0.31, 1.44], [-1.07, -1.08, 0.26], [-0.19, 0.82, -0.90], [-1.74, 0.90, -0.78], [-2.29, 1.66, 0.01], [1.06, -1.45, -1.52], [2.27, -0.81, -0.40], [1.23, -2.18, 0.08], [1.56, 0.88, 1.35], [-0.14, 0.98, 1.82], [0.77, -0.49, 2.17], [-1.56, -0.75, 1.04], [0.03, 0.54, -1.94], [0.23, 1.80, -0.67], [-2.29, 0.37, -1.58]], "smiles": "CC(C)(O)CC=O", "orbital_gap_ev": 10.47, "e_tot_ha": -346.9668, "e_lumo_ev": 0.8, "homo_ev": -9.623}

***

# 3
{"formula": "C4H12NO", "method": "wB97M-V/def2-TZVPD", "species": ["C", "C", "C", "C", "N", "H", "H", "H", "H", "H", "H", "H", "H", "H", "H", "H", "H", "O"], "positions_angstrom": [[1.24, 1.78, 0.90], [1.49, 0.80, -0.32], [0.42, -0.32, -0.10], [0.16, -2.56, -1.06], [0.31, -1.22, -1.25], [2.23, 2.34, 1.10], [0.45, 2.43, 0.51], [0.99, 1.22, 1.78], [1.09, 1.26, -1.23], [2.59, 0.33, -0.45], [0.74, -0.76, 0.84], [-0.67, -0.08, 0.04], [0.86, -3.03, -0.40], [-0.73, -2.96, -1.56], [-0.05, -0.99, -2.22], [-3.83, 1.06, 1.32], [-2.65, 1.84, 1.07], [-2.88, 0.96, 1.43]], "orbital_gap_ev": 8.64, "e_tot_ha": -289.2474, "e_lumo_ev": -6.1, "total_charge": 1, "homo_ev": -14.718}

***

# 4
{"formula": "H16O8", "method": "wB97M-V/def2-TZVPD", "species": ["O", "H", "H", "O", "H", "H", "O", "H", "H", "O", "H", "H", "O", "H", "H", "O", "H", "H", "O", "H", "H", "O", "H", "H"], "positions_angstrom": [[0.04, -3.68, 2.24], [0.40, -4.56, 2.37], [-0.25, -3.41, 3.11], [-2.02, 2.40, -2.40], [-2.57, 3.16, -2.58], [-1.79, 2.05, -3.26], [-4.06, -1.22, -1.22], [-4.94, -1.06, -1.58], [-3.47, -0.82, -1.86], [5.61, 0.80, -0.80], [5.90, 1.54, -0.27], [4.66, 0.77, -0.68], [-0.89, -5.13, -2.23], [-0.93, -4.94, -1.29], [-0.92, -6.08, -2.28], [0.88, 0.47, 0.34], [0.80, -0.46, 0.54], [0.13, 0.65, -0.23], [-1.57, 2.22, 4.62], [-2.52, 2.11, 4.68], [-1.33, 1.80, 3.79], [2.90, 4.69, -0.66], [3.41, 4.90, 0.12], [2.56, 3.81, -0.49]], "smiles": "O.O.O.O.O.O.O.O", "orbital_gap_ev": 11.64, "e_tot_ha": -611.4771, "e_lumo_ev": 0.2, "homo_ev": -11.392}

***

# 5
{"formula": "C7H13NO", "method": "wB97M-V/def2-TZVPD", "species": ["C", "C", "C", "C", "N", "O", "C", "C", "C", "H", "H", "H", "H", "H", "H", "H", "H", "H", "H", "H", "H", "H"], "positions_angstrom": [[0.86, -1.62, 0.43], [0.05, -0.47, -0.18], [0.40, -0.36, -1.66], [-1.47, -0.70, -0.07], [-1.90, -1.30, 1.07], [-2.25, -0.31, -0.91], [0.31, 0.82, 0.61], [-0.23, 2.14, 0.15], [1.25, 1.89, 0.14], [0.52, -2.58, 0.04], [0.81, -1.63, 1.52], [1.92, -1.49, 0.16], [-0.13, 0.47, -2.12], [1.47, -0.22, -1.80], [0.11, -1.27, -2.17], [-2.89, -1.46, 1.16], [-1.28, -1.70, 1.75], [0.28, 0.65, 1.68], [-0.64, 2.81, 0.90], [-0.76, 2.19, -0.79], [1.74, 1.78, -0.81], [1.86, 2.38, 0.89]], "smiles": "CC(C)(C(N)=O)C1CC1", "orbital_gap_ev": 10.23, "e_tot_ha": -404.5166, "e_lumo_ev": 0.8, "homo_ev": -9.415}

***

# 6
{"formula": "H80O40", "method": "wB97M-V/def2-TZVPD", "species": ["H", "H", "O", "H", "H", "O", "H", "H", "O", "H", "H", "O", "H", "H", "O", "H", "O", "H", "O", "H", "H", "O", "H", "H", "O", "H", "H", "O", "H", "H", "O", "H", "O", "H", "H", "O", "H", "H", "O", "H", "H", "O", "H", "H", "O", "H", "H", "O", "H", "H", "O", "H", "O", "H", "H", "O", "H", "O", "H", "H", "O", "H", "H", "O", "H", "H", "O", "H", "H", "O", "H", "H", "O", "H", "H", "O", "H", "H", "O", "H", "H", "O", "H", "H", "O", "H", "H", "O", "H", "O", "H", "H", "O", "H", "H", "H", "H", "H", "H", "O", "H", "H", "O", "H", "H", "O", "H", "H", "O", "H", "H", "O", "H", "H", "O", "H", "H", "O", "H", "H"], "positions_angstrom": [[2.48, 0.22, 6.02], [3.22, 1.10, 5.02], [2.56, 1.03, 5.42], [-1.08, -2.90, 0.52], [-1.96, -3.95, 0.91], [-1.09, -3.82, 0.69], [-2.68, 1.55, 5.36], [-3.38, 2.87, 5.39], [-2.45, 2.63, 5.76], [6.02, 0.22, 3.15], [5.03, 0.52, 2.15], [5.24, 0.01, 2.83], [-0.60, 2.18, -3.69], [-0.25, 3.20, -2.50], [-0.19, 2.26, -2.87], [-2.96, -0.74, 1.25], [-2.51, 0.13, 1.02], [-3.27, -1.09, -2.23], [-4.21, -1.57, -2.20], [4.72, 1.24, -1.59], [3.30, 0.35, -1.51], [4.18, 0.36, -1.70], [-1.84, 4.49, -2.93], [-0.81, 5.17, -4.04], [-1.18, 4.35, -3.71], [0.16, 5.71, 0.30], [-0.94, 6.62, -0.33], [0.06, 6.59, -0.16], [-1.37, -2.96, -1.33], [-1.34, -1.58, -0.74], [-1.77, -2.07, -1.35], [-2.93, 1.55, -5.93], [-2.40, 1.80, -5.18], [4.07, -0.91, 4.89], [3.73, -2.37, 4.87], [3.87, -1.63, 5.45], [1.37, 1.01, 2.20], [0.93, 1.93, 3.31], [0.59, 1.61, 2.52], [1.54, 5.35, 4.01], [2.66, 4.49, 4.17], [2.28, 5.11, 3.61], [4.07, 3.85, 2.29], [2.41, 3.66, 2.08], [3.27, 3.60, 1.52], [-0.27, 0.60, -0.91], [-0.89, 0.78, -2.20], [-1.09, 0.30, -1.38], [1.55, -0.52, -2.21], [1.14, 0.92, -2.77], [1.51, 0.48, -2.01], [-4.57, -4.48, 0.91], [-4.52, -5.07, 0.12], [-3.57, 3.85, -1.98], [-3.53, 5.47, -2.23], [-3.10, 4.70, -2.09], [-1.14, 4.48, -0.74], [-0.35, 4.01, -0.72], [-6.23, 1.23, -1.13], [-6.20, 1.80, -2.62], [-6.46, 1.85, -1.78], [-1.99, -2.41, -4.55], [-2.66, -1.18, -5.19], [-2.77, -2.18, -5.14], [1.17, -3.02, -5.00], [2.06, -2.05, -4.87], [1.57, -2.68, -4.28], [-1.01, -3.60, 5.07], [0.53, -3.63, 5.49], [-0.20, -4.21, 5.36], [2.81, 3.47, -0.58], [3.48, 2.56, 0.41], [3.07, 2.53, -0.55], [3.63, -5.50, 0.44], [2.12, -5.40, -0.14], [2.60, -5.62, 0.64], [3.35, 2.25, -3.63], [2.57, 3.10, -4.14], [2.75, 2.19, -4.34], [1.52, 0.21, -6.54], [0.23, -0.20, -5.86], [0.68, -0.40, -6.64], [2.79, -2.75, -0.34], [3.25, -2.80, 1.06], [2.91, -2.14, 0.37], [0.86, -4.42, -2.03], [0.68, -3.41, -2.94], [0.29, -3.71, -2.16], [-2.38, 1.75, -0.93], [-3.03, 2.08, -0.44], [-2.43, -5.59, -2.50], [-1.30, -4.72, -2.52], [-2.15, -4.78, -3.10], [-4.62, -4.53, -0.61], [-1.91, 0.01, 0.24], [-0.38, 3.14, -0.24], [-3.86, -2.40, -1.85], [-1.95, 2.56, -5.24], [-3.32, 1.32, -0.08], [3.03, -2.98, 3.33], [2.58, -3.82, 3.62], [2.27, -2.59, 2.97], [-2.21, -0.53, 4.65], [-1.42, -0.71, 5.08], [-1.89, 0.20, 3.90], [-0.41, -0.86, 2.03], [-0.12, 0.01, 2.21], [-1.29, -0.79, 2.30], [-3.29, -2.09, 2.74], [-4.11, -1.91, 3.26], [-2.85, -2.64, 3.51], [-2.48, 1.73, 3.08], [-2.57, 1.24, 2.32], [-1.77, 2.39, 3.01], [2.45, 0.30, 1.44], [3.34, 0.47, 1.45], [2.11, -0.51, 1.01], [4.58, -3.63, -0.86], [4.80, -2.77, -0.44], [4.16, -3.54, -1.66]], "orbital_gap_ev": 9.62, "e_tot_ha": -3057.1316, "e_lumo_ev": -0.6, "homo_ev": -10.181}